# 1
ORCA calculation (wB97M-V/def2-TZVPD) on 11 unconnected molecules or ions with the total composition C15H52O15 in a non-equilibrium geometry.

Computed properties:
LUMO level: 0.020 hartree
strongest force on any atom: 3.38 eV/A
SMILES: OCCO.OCCO.OCCO.OCCO.CO.CO.CO.CO.CO.CO.CO
multiplicity: 1
E: -1731.1120 a.u.

Atoms and positions in Å:
H  -8.660  -7.557  13.577
O  -10.888  -9.995  14.873
H  -10.418  -10.070  15.715
C  -9.089  -8.515  17.732
H  -8.376  -6.489  15.577
H  -12.699  -10.104  15.834
H  -10.261  -9.761  9.868
H  -6.429  -10.474  14.413
H  -5.867  -10.578  9.458
C  -12.196  -9.613  15.015
H  -2.979  -10.418  10.490
O  -4.405  -8.486  14.995
O  -6.472  -6.911  16.036
H  -8.531  -10.144  18.853
O  -7.863  -11.716  15.283
O  -5.347  -9.341  11.089
H  -6.979  -8.771  12.623
O  -3.426  -9.480  8.808
C  -1.650  -6.651  10.964
O  -1.263  -8.049  11.227
H  -1.107  -6.304  10.121
H  -8.257  -11.999  14.435
H  -2.590  -8.704  15.870
C  -11.363  -13.122  16.423
H  -7.839  -13.830  12.411
O  -9.300  -12.436  12.689
H  -10.527  -13.475  17.026
C  -5.159  -10.444  10.272
C  -8.665  -9.937  17.807
H  -3.695  -5.156  12.622
C  -7.465  -6.656  15.012
C  -4.396  -4.451  13.082
H  -9.993  -8.275  18.275
H  -9.150  -10.715  11.804
C  -2.999  -8.536  14.890
H  -9.640  -8.157  10.338
O  -9.699  -10.732  17.226
H  -2.600  -7.669  14.462
H  -7.410  -7.374  17.537
H  -7.705  -10.032  17.305
C  -2.642  -9.792  13.992
C  -6.497  -11.319  15.132
H  -3.677  -11.426  9.116
O  -5.623  -4.462  12.375
C  -7.773  -7.849  14.131
O  -10.826  -12.751  15.107
H  -5.357  -11.342  10.878
H  -7.864  -8.704  14.837
H  -9.317  -14.478  11.973
H  -4.725  -8.379  14.080
H  -1.638  -8.502  10.471
C  -9.908  -9.176  10.676
H  -2.568  -8.921  12.305
H  -1.544  -9.928  14.053
H  -7.125  -5.791  14.381
H  -4.673  -9.508  11.785
H  -2.691  -6.579  10.853
H  -9.300  -8.328  16.670
H  -4.553  -4.711  14.181
H  -8.674  -13.193  10.974
H  -5.973  -12.163  14.681
O  -8.127  -7.616  18.187
O  -3.120  -9.579  12.706
C  -8.755  -13.566  11.975
H  -6.143  -11.156  16.150
H  -10.853  -9.048  11.242
H  -4.158  -9.031  8.401
H  -12.674  -9.823  14.033
H  -11.955  -12.304  16.828
H  -4.091  -3.395  13.080
H  -9.183  -11.274  16.567
H  -5.927  -5.338  12.258
H  -12.294  -8.484  15.191
H  -11.883  -14.008  16.171
H  -5.591  -7.220  15.731
H  -1.322  -6.035  11.869
H  -3.092  -10.669  14.413
O  -8.844  -9.799  11.453
H  -9.986  -12.742  13.288
C  -3.728  -10.480  9.670
O  -6.660  -8.060  13.213
H  -11.031  -11.837  14.897

---

# 2
ORCA calculation (wB97M-V/def2-TZVPD) on a single C5H8N2 molecule.

Computed properties:
LUMO level: 0.039 hartree
strongest force on any atom: 0.47 eV/A
SMILES: C=C=C(N)/C=N/C
multiplicity: 1
E: -304.7456 a.u.

Atoms and positions in Å:
N  1.338  0.166  -0.039
H  -3.062  0.350  0.130
H  0.155  1.864  -0.249
H  3.096  0.869  0.801
H  -0.968  -3.015  1.336
C  -1.065  0.066  0.054
N  -2.212  0.901  0.109
C  0.230  0.773  -0.102
C  2.549  0.943  -0.146
C  -1.089  -2.533  0.368
H  2.380  2.008  -0.374
H  -2.254  1.523  -0.693
H  3.189  0.506  -0.920
C  -1.090  -1.238  0.224
H  -1.195  -3.183  -0.498

---

# 3
ORCA calculation (wB97M-V/def2-TZVPD) on a molecular structure, C8H24ClINOP2Tm in a non-equilibrium geometry.

Computed properties:
LUMO level (spin up / spin down): -0.314 / -0.311 hartree
net charge: +2
strongest force on any atom: 6.49 eV/A
multiplicity: 3
E: -2974.3991 a.u.

Atoms and positions in Å:
H  4.684  0.707  0.866
H  -4.664  0.756  0.869
P  2.684  -0.327  -0.084
H  3.438  -2.216  1.206
Tm  0.046  -1.866  -0.444
H  -3.422  0.549  2.100
Cl  -0.021  -3.430  -2.249
H  -3.057  -0.151  -2.463
H  -3.447  -2.166  1.212
H  -0.007  2.347  -2.363
C  -0.035  3.263  -0.348
H  3.334  1.816  0.916
H  3.062  -0.181  -2.469
C  -3.425  0.406  -1.605
C  3.599  -1.879  0.183
I  -0.068  4.004  1.764
H  -0.029  0.412  0.556
H  4.670  -1.734  0.039
C  -3.590  0.821  1.061
C  -3.611  -1.826  0.191
H  -3.281  -2.612  -0.492
C  -0.004  1.913  -1.351
P  -2.666  -0.291  -0.080
H  -3.152  1.460  -1.670
H  -0.854  1.173  -1.242
H  0.852  -0.132  1.809
H  4.525  0.297  -1.562
H  3.448  0.496  2.099
O  -0.033  4.377  -0.972
H  -4.682  -1.667  0.049
H  -4.513  0.340  -1.550
H  3.171  1.425  -1.669
N  0.012  -0.293  1.288
H  -3.305  1.863  0.908
C  3.612  0.771  1.061
H  -0.775  -0.129  1.892
H  0.860  1.195  -1.230
H  3.260  -2.661  -0.498
C  3.437  0.370  -1.610

---

# 4
ORCA calculation (wB97M-V/def2-TZVPD) on 2 unconnected molecules or ions with the total composition C7H13FN3 in a non-equilibrium geometry.

Computed properties:
LUMO level: -0.107 hartree
net charge: +1
strongest force on any atom: 1.07 eV/A
multiplicity: 1
E: -538.4206 a.u.

Atoms and positions in Å:
N  -2.327  0.456  -0.039
H  -1.350  0.260  -1.925
C  -2.637  -1.694  0.291
H  -2.880  -2.665  0.670
H  -1.394  2.299  -0.246
H  -3.165  2.337  -0.381
H  -2.399  2.116  1.201
C  -1.834  -0.195  -1.083
C  1.777  -1.527  0.018
N  -2.012  -1.502  -0.901
N  0.697  -2.105  0.286
C  -2.839  -0.459  0.830
C  -2.322  1.882  0.142
F  0.921  0.615  0.385
H  -1.688  -2.239  -1.512
C  2.125  -0.108  0.400
H  4.092  0.060  -0.413
C  3.135  0.561  -0.510
H  2.461  -0.080  1.447
H  2.813  0.518  -1.545
H  -3.301  -0.179  1.755
H  3.258  1.601  -0.224
H  2.507  -2.066  -0.568
H  0.066  -1.550  0.870

---

# 5
ORCA calculation (wB97M-V/def2-TZVPD) on a molecular structure, C2H5NS2 in a non-equilibrium geometry.

Computed properties:
LUMO level (spin up / spin down): -0.008 / -0.008 hartree
strongest force on any atom: 2.74 eV/A
multiplicity: 1
E: -930.1204 a.u.

Atoms and positions in Å:
S  1.507  -1.814  -0.340
C  1.281  0.028  -0.337
H  -0.460  0.116  2.082
H  -0.684  0.313  -2.332
H  -0.315  -1.816  1.766
C  -0.251  -0.788  1.528
S  2.516  1.181  0.217
N  0.654  -0.732  0.620
H  -1.287  0.433  -2.828
H  1.773  1.217  1.239

---

# 6
ORCA calculation (wB97M-V/def2-TZVPD) on a molecular structure, C19H23BrNPb in a non-equilibrium geometry.

Computed properties:
LUMO level: -0.229 hartree
net charge: +1
strongest force on any atom: 2.45 eV/A
multiplicity: 1
E: -3559.0208 a.u.

Atoms and positions in Å:
H  3.686  -0.360  1.518
Br  -6.127  1.139  1.070
H  -2.149  2.831  0.327
C  3.863  -0.619  -0.596
C  -0.145  2.628  -0.662
C  4.030  0.058  -1.891
C  -0.348  2.501  1.633
Pb  -0.122  -0.239  0.287
H  3.825  1.154  0.597
C  -3.606  -1.367  3.269
C  -0.004  -0.978  -2.665
C  1.035  2.448  1.312
C  -1.078  2.635  0.415
H  0.955  -0.847  -3.163
C  -4.648  0.148  1.733
C  -2.411  -1.210  2.573
C  4.166  0.108  0.646
H  -0.384  2.799  -1.714
H  2.997  -2.400  -1.398
H  3.392  -0.395  -2.666
H  -3.162  -0.180  -1.868
C  -3.426  0.271  1.064
H  -3.628  -2.028  4.134
H  -1.501  -1.741  2.885
H  -0.771  2.516  2.635
H  5.251  0.143  0.863
H  5.070  0.004  -2.266
H  -3.337  0.915  0.189
H  -5.694  -0.775  3.377
H  -1.034  0.984  -3.047
H  3.773  1.126  -1.826
C  3.645  -2.075  -0.569
C  1.161  2.520  -0.107
N  -2.320  -0.402  1.487
H  4.588  -2.648  -0.665
C  -4.750  -0.678  2.852
C  -1.046  -0.007  -2.593
C  -2.169  -0.621  -1.964
H  0.050  -3.136  -2.058
H  2.097  2.575  -0.662
H  -2.471  -2.697  -1.176
H  1.861  2.445  2.023
C  -1.812  -1.959  -1.628
C  -0.482  -2.186  -2.077
H  3.177  -2.400  0.373

---

# 7
ORCA calculation (wB97M-V/def2-TZVPD) on a single C6H9ClO3S molecule in a non-equilibrium geometry.

Computed properties:
LUMO level (spin up / spin down): -0.026 / -0.051 hartree
strongest force on any atom: 2.39 eV/A
multiplicity: 1
E: -1317.9322 a.u.

Atoms and positions in Å:
H  -1.154  -0.271  -3.438
C  1.640  1.520  0.939
H  0.655  0.557  2.469
C  0.705  0.649  1.423
H  -1.497  0.219  2.394
Cl  2.894  -1.392  -2.874
H  -2.318  -0.546  1.176
H  0.568  -0.922  -3.435
C  0.218  -0.176  -1.533
C  -0.344  -0.850  -2.831
H  1.711  1.759  -0.185
C  -0.277  -0.127  0.840
C  -1.390  -0.521  1.660
H  -0.664  -1.825  -2.485
H  2.380  2.059  1.548
S  2.038  -0.083  -1.496
O  2.670  -0.501  -0.265
H  -1.258  -1.450  2.170
O  2.446  1.174  -2.009
O  -0.450  -0.545  -0.417